C17H28BrNO2 as an isolated structure at a distorted geometry. Source: the Open Molecules 2025 dataset; level of theory: ωB97M-V/def2-TZVPD.

CARTESIAN COORDINATES (ANGSTROEM)
C (-0.141, -4.207, 0.685)
C (-0.613, -2.973, 1.265)
C (-1.462, -2.055, 0.275)
C (-2.142, -0.938, 0.957)
N (-2.615, -0.066, -0.116)
C (-3.009, 1.277, 0.755)
H (-3.479, 1.083, 1.869)
C (-1.718, 2.264, 0.740)
O (-1.997, 3.363, 1.612)
H (-2.564, 3.866, 1.290)
C (-1.244, 2.872, -0.507)
H (-1.497, 1.972, -1.351)
O (0.201, 2.845, -0.651)
C (1.137, 2.138, -0.407)
C (0.840, 0.667, -0.574)
C (1.821, -0.258, -0.235)
C (3.230, 0.064, -0.223)
C (3.441, 1.529, -0.195)
C (2.546, 2.595, -0.424)
H (2.604, 3.595, -0.244)
H (4.452, 1.922, -0.301)
Br (4.501, -0.939, 0.001)
H (1.678, -1.170, -0.303)
H (-0.223, 0.365, -0.334)
H (-1.710, 3.753, -1.083)
H (-0.827, 1.703, 1.363)
H (-3.669, 1.736, 0.100)
C (-3.636, -0.167, -0.921)
H (-3.347, -1.202, -1.352)
C (-4.980, -0.783, -0.198)
C (-6.030, -0.972, -1.396)
C (-7.403, -1.540, -0.867)
H (-7.209, -2.359, -0.100)
H (-7.808, -0.849, -0.144)
H (-8.122, -1.815, -1.520)
H (-5.609, -1.683, -1.938)
H (-6.172, -0.203, -2.155)
H (-4.869, -1.595, 0.637)
H (-5.413, 0.113, 0.369)
H (-3.959, 0.621, -1.498)
H (-2.925, -1.280, 1.833)
H (-1.550, -0.376, 1.829)
H (-1.108, -1.879, -0.518)
H (-2.476, -2.918, -0.051)
H (-1.479, -3.198, 2.054)
H (0.207, -2.407, 1.630)
H (-0.909, -4.963, 0.287)
H (0.560, -4.080, -0.212)
H (0.446, -4.678, 1.198)

Results
E ... -3443.2704 a.u.
LUMO level ... 0.01948 hartree
HOMO ... -0.266 Ha
Frontier orbital gap ... 7.77 eV
Total charge ... 0

=====

C23H31IrN2O4S as an isolated structure at a distorted geometry. Source: the Open Molecules 2025 dataset; level of theory: ωB97M-V/def2-TZVPD.

CARTESIAN COORDINATES (ANGSTROEM)
Ir (-1.239, -0.673, -0.190)
O (0.127, 2.796, -1.184)
C (-0.960, 2.283, -0.956)
O (-1.443, 1.195, -1.343)
C (-1.913, 3.111, -0.080)
C (-2.107, 4.442, -0.396)
C (-2.950, 5.229, 0.375)
C (-3.580, 4.678, 1.484)
C (-3.371, 3.357, 1.823)
C (-2.542, 2.539, 1.034)
S (-2.345, 0.890, 1.546)
H (-1.575, 4.863, -1.235)
H (-3.091, 6.269, 0.124)
H (-4.222, 5.296, 2.092)
H (-3.848, 2.931, 2.693)
C (-3.639, -1.364, -1.742)
N (-3.363, -1.761, -0.356)
C (-4.460, -1.314, 0.501)
C (-3.221, -3.218, -0.233)
C (-1.855, -3.714, -0.700)
N (-0.740, -3.028, -0.034)
C (0.509, -3.434, -0.678)
C (-0.643, -3.352, 1.391)
H (-4.557, -1.835, -2.111)
H (-2.816, -1.641, -2.398)
H (-3.766, -0.285, -1.797)
H (-5.408, -1.766, 0.195)
H (-4.562, -0.233, 0.449)
H (-4.259, -1.586, 1.535)
H (-3.995, -3.734, -0.819)
H (-3.366, -3.484, 0.815)
H (-1.753, -3.545, -1.774)
H (-1.799, -4.800, -0.529)
H (0.623, -4.523, -0.640)
H (1.353, -2.983, -0.163)
H (0.531, -3.113, -1.716)
H (-0.394, -4.409, 1.536)
H (-1.569, -3.130, 1.912)
H (0.144, -2.744, 1.830)
C (6.747, 1.994, 0.188)
C (5.402, 1.358, 0.073)
C (4.550, 1.682, -0.968)
C (3.282, 1.111, -1.086)
C (2.448, 1.459, -2.251)
C (2.830, 0.237, -0.067)
C (3.684, -0.116, 0.981)
C (3.270, -1.069, 2.058)
C (4.965, 0.432, 1.019)
C (1.418, -0.224, -0.106)
O (0.732, -0.307, 0.952)
O (0.858, -0.511, -1.191)
H (6.693, 3.050, -0.062)
H (7.452, 1.524, -0.499)
H (7.138, 1.893, 1.196)
H (4.876, 2.389, -1.716)
H (2.989, 2.083, -2.956)
H (1.550, 2.019, -1.901)
H (2.045, 0.575, -2.740)
H (2.267, -0.838, 2.407)
H (3.959, -1.021, 2.897)
H (3.276, -2.092, 1.679)
H (5.630, 0.160, 1.825)

Results
Spin multiplicity ... 6
E ... -1807.6553 a.u.
LUMO level (alpha / beta) ... -0.09280 / -0.25133 hartree
HOMO (alpha / beta) ... -0.370 / -0.404 Ha
Frontier orbital gap (alpha / beta) ... 7.53 / 4.14 eV
Total charge ... +1

=====

A 2-piece molecular cluster, C2H5INO overall at a distorted geometry. Source: the Open Molecules 2025 dataset; level of theory: ωB97M-V/def2-TZVPD.

CARTESIAN COORDINATES (ANGSTROEM)
I (4.551, -0.171, -3.569)
O (-1.531, -1.138, 1.274)
C (-0.818, -0.495, 0.582)
N (-0.558, -0.859, -0.627)
C (-0.401, 0.967, 0.959)
H (-0.845, -1.799, -0.858)
H (0.369, -0.514, -0.832)
H (-0.882, 1.634, 0.243)
H (0.675, 1.088, 0.839)
H (-0.561, 1.285, 1.989)

Results
E ... -506.9923 a.u.
LUMO level ... 0.11176 hartree
HOMO ... -0.126 Ha
Frontier orbital gap ... 6.46 eV
Total charge ... -1

=====

C27H53AuBN2P3 as an isolated structure at a distorted geometry. Source: the Open Molecules 2025 dataset; level of theory: ωB97M-V/def2-TZVPD.

CARTESIAN COORDINATES (ANGSTROEM)
Au (-0.107, 0.037, -0.476)
C (-4.515, -0.572, 1.577)
C (-3.268, -1.216, 2.180)
C (-3.661, -2.358, 3.115)
C (-2.455, -0.166, 2.942)
P (-2.096, -1.728, 0.762)
C (-0.832, -2.799, 1.627)
N (0.390, -2.057, 1.809)
B (0.812, -0.858, 1.145)
N (2.072, -0.514, 1.730)
C (2.935, 0.598, 1.429)
P (2.183, 1.688, 0.116)
C (1.499, 3.205, 1.031)
C (0.807, 2.706, 2.299)
C (0.447, 3.815, 0.106)
C (2.560, 4.238, 1.389)
C (3.658, 1.971, -1.047)
C (3.311, 3.088, -2.022)
C (3.748, 0.639, -1.803)
C (4.978, 2.293, -0.355)
C (2.419, -1.478, 2.638)
C (3.564, -1.640, 3.411)
C (3.645, -2.758, 4.214)
C (2.618, -3.719, 4.245)
C (1.480, -3.581, 3.479)
C (1.368, -2.447, 2.679)
C (-2.821, -2.858, -0.585)
C (-3.602, -4.037, -0.019)
C (-1.619, -3.343, -1.407)
C (-3.719, -1.983, -1.458)
H (-5.056, -0.033, 2.352)
H (-5.188, -1.321, 1.167)
H (-4.251, 0.142, 0.796)
H (-4.477, -2.011, 3.747)
H (-2.847, -2.644, 3.778)
H (-4.010, -3.235, 2.579)
H (-3.014, 0.172, 3.811)
H (-2.252, 0.699, 2.311)
H (-1.507, -0.573, 3.293)
H (-0.646, -3.700, 1.031)
H (-1.232, -3.106, 2.598)
H (3.896, 0.226, 1.052)
H (3.133, 1.194, 2.330)
H (0.188, 1.832, 2.099)
H (0.162, 3.495, 2.678)
H (1.514, 2.465, 3.087)
H (-0.298, 3.067, -0.170)
H (0.892, 4.220, -0.798)
H (-0.061, 4.628, 0.618)
H (3.353, 3.818, 2.002)
H (2.080, 5.028, 1.964)
H (2.996, 4.700, 0.508)
H (2.329, 2.940, -2.462)
H (4.042, 3.092, -2.826)
H (3.343, 4.063, -1.545)
H (2.804, 0.413, -2.305)
H (3.993, -0.198, -1.148)
H (4.528, 0.702, -2.556)
H (4.934, 3.223, 0.205)
H (5.734, 2.408, -1.131)
H (5.319, 1.500, 0.305)
H (4.377, -0.931, 3.373)
H (4.526, -2.916, 4.816)
H (2.739, -4.593, 4.867)
H (0.717, -4.343, 3.483)
H (-3.019, -4.597, 0.707)
H (-3.861, -4.714, -0.831)
H (-4.530, -3.708, 0.440)
H (-1.143, -4.208, -0.952)
H (-0.875, -2.553, -1.526)
H (-1.945, -3.648, -2.398)
H (-4.626, -1.685, -0.942)
H (-4.018, -2.532, -2.349)
H (-3.181, -1.086, -1.761)
C (-0.117, 2.132, -3.578)
P (-1.079, 0.877, -2.652)
C (-2.711, 1.703, -2.542)
C (-1.351, -0.346, -3.991)
H (-0.679, 2.447, -4.457)
H (0.828, 1.700, -3.901)
H (0.072, 2.999, -2.949)
H (-3.113, 1.825, -3.548)
H (-2.585, 2.681, -2.082)
H (-3.411, 1.122, -1.946)
H (-1.634, 0.184, -4.902)
H (-2.132, -1.052, -3.724)
H (-0.428, -0.895, -4.174)

Results
Spin multiplicity ... 3
E ... -2354.2786 a.u.
LUMO level (alpha / beta) ... -0.18928 / -0.32026 hartree
HOMO (alpha / beta) ... -0.445 / -0.504 Ha
Frontier orbital gap (alpha / beta) ... 6.96 / 5.00 eV
Total charge ... +2

=====

A 6-piece molecular cluster, C5H24N2O5S overall at a distorted geometry. Source: the Open Molecules 2025 dataset; level of theory: ωB97M-V/def2-TZVPD.

CARTESIAN COORDINATES (ANGSTROEM)
C (-0.116, 0.315, -2.329)
C (-1.546, 0.977, -2.540)
S (-2.791, -0.386, -2.669)
C (0.727, 1.095, -1.360)
N (0.689, 0.361, -0.071)
C (0.049, 0.977, 1.092)
C (-1.496, 1.284, 0.940)
N (-2.203, 0.017, 0.880)
H (-0.218, -0.744, -2.090)
H (0.310, 0.105, -3.344)
H (-1.752, 1.522, -1.627)
H (-1.637, 1.605, -3.415)
H (-3.763, 0.148, -1.843)
H (1.793, 1.075, -1.638)
H (0.595, 2.174, -1.121)
H (0.268, -0.550, -0.234)
H (0.037, 0.231, 1.882)
H (0.615, 1.823, 1.497)
H (-1.685, 1.948, 0.093)
H (-1.899, 1.955, 1.707)
H (-2.214, -0.504, 1.744)
H (-1.924, -0.593, 0.126)
H (4.066, 0.504, 1.381)
H (2.555, -0.026, 1.210)
O (3.293, 0.118, 1.812)
H (3.491, -1.253, 2.924)
H (4.139, -2.319, 2.039)
O (3.681, -2.221, 2.874)
H (0.535, -2.050, 1.064)
H (1.061, -3.284, 0.195)
O (0.665, -2.405, 0.185)
H (-1.346, 4.549, -0.033)
H (-0.457, 4.945, -1.116)
O (-0.637, 4.166, -0.575)
H (1.987, -2.879, 2.787)
H (0.784, -3.272, 3.619)
O (1.035, -3.135, 2.691)

Results
Spin multiplicity ... 2
E ... -1088.4302 a.u.
LUMO level (alpha / beta) ... -0.11686 / -0.31483 hartree
HOMO (alpha / beta) ... -0.445 / -0.434 Ha
Frontier orbital gap (alpha / beta) ... 8.94 / 3.24 eV
Total charge ... +1

=====

A 8-piece molecular cluster, C30H83N7O8 overall at a distorted geometry. Source: the Open Molecules 2025 dataset; level of theory: ωB97M-V/def2-TZVPD.

CARTESIAN COORDINATES (ANGSTROEM)
C (1.868, 0.976, -4.791)
O (1.767, -0.385, -4.561)
C (2.891, -1.044, -3.986)
C (2.712, -2.554, -4.202)
C (3.786, -3.361, -3.410)
N (2.808, -2.921, -5.608)
H (1.515, 1.603, -3.972)
H (1.087, 1.178, -5.524)
H (2.812, 1.355, -5.183)
H (3.778, -0.693, -4.513)
H (2.918, -0.734, -2.942)
H (1.682, -2.842, -3.993)
H (3.397, -4.379, -3.431)
H (3.719, -3.093, -2.355)
H (4.783, -3.367, -3.850)
H (3.742, -2.734, -5.944)
H (2.241, -2.201, -6.032)
C (-4.008, -5.298, 4.229)
O (-4.000, -4.791, 2.920)
C (-3.431, -3.504, 2.733)
C (-3.411, -2.981, 1.235)
C (-2.479, -3.770, 0.288)
N (-2.951, -1.643, 1.233)
H (-4.444, -6.294, 4.312)
H (-4.706, -4.718, 4.832)
H (-2.962, -5.283, 4.535)
H (-4.094, -2.780, 3.205)
H (-2.491, -3.328, 3.257)
H (-4.414, -2.951, 0.809)
H (-2.777, -4.816, 0.218)
H (-1.504, -3.632, 0.755)
H (-2.378, -3.399, -0.732)
H (-1.982, -1.582, 1.508)
H (-3.485, -1.142, 1.928)
C (0.516, -2.127, 6.909)
O (1.332, -1.698, 5.845)
C (0.687, -0.810, 4.971)
C (-0.166, -1.563, 3.899)
C (0.573, -2.657, 3.064)
N (-0.698, -0.624, 2.975)
H (1.235, -2.790, 7.390)
H (-0.251, -2.755, 6.456)
H (0.178, -1.391, 7.638)
H (0.118, 0.032, 5.366)
H (1.546, -0.365, 4.469)
H (-0.959, -2.012, 4.498)
H (0.936, -3.483, 3.676)
H (1.411, -2.099, 2.647)
H (0.007, -3.141, 2.267)
H (0.057, -0.245, 2.422)
H (-1.068, 0.249, 3.322)
C (-1.500, -0.029, -6.975)
O (-1.774, -1.328, -6.703)
C (-2.960, -1.574, -6.003)
C (-2.944, -1.105, -4.501)
C (-1.780, -1.616, -3.664)
N (-4.215, -1.532, -3.873)
H (-0.479, 0.070, -7.345)
H (-1.739, 0.615, -6.129)
H (-2.170, 0.244, -7.790)
H (-3.839, -1.117, -6.458)
H (-3.174, -2.639, -6.095)
H (-2.907, -0.023, -4.626)
H (-1.915, -1.659, -2.583)
H (-0.894, -0.996, -3.803)
H (-1.571, -2.614, -4.049)
H (-4.019, -2.522, -3.833)
H (-4.182, -1.150, -2.938)
C (5.527, 2.807, 3.601)
O (5.718, 1.561, 2.961)
C (4.580, 0.696, 3.065)
C (4.803, -0.492, 2.071)
C (4.998, 0.029, 0.639)
N (3.728, -1.422, 2.019)
H (4.892, 2.770, 4.486)
H (5.065, 3.484, 2.883)
H (6.491, 3.215, 3.908)
H (4.437, 0.270, 4.058)
H (3.662, 1.204, 2.771)
H (5.702, -1.021, 2.387)
H (4.177, 0.670, 0.318)
H (5.140, -0.785, -0.073)
H (5.851, 0.707, 0.665)
H (4.101, -2.221, 1.525)
H (3.645, -1.768, 2.965)
C (2.497, 3.327, 1.100)
O (2.145, 4.686, 1.376)
C (2.352, 5.164, 2.685)
C (1.909, 6.608, 2.934)
C (2.328, 7.632, 1.927)
N (2.280, 7.112, 4.256)
H (2.041, 2.714, 1.877)
H (3.570, 3.212, 0.947)
H (1.942, 3.017, 0.214)
H (1.915, 4.513, 3.442)
H (3.434, 5.219, 2.807)
H (0.823, 6.558, 2.856)
H (3.408, 7.783, 1.944)
H (1.842, 8.581, 2.151)
H (2.065, 7.399, 0.895)
H (1.735, 6.628, 4.955)
H (2.128, 8.092, 4.446)
C (-6.275, 3.295, -3.546)
O (-5.560, 2.883, -2.407)
C (-5.380, 1.467, -2.486)
C (-4.687, 0.920, -1.173)
C (-3.295, 1.545, -1.017)
N (-4.574, -0.517, -1.237)
H (-7.261, 2.848, -3.671)
H (-5.672, 3.239, -4.452)
H (-6.639, 4.322, -3.501)
H (-6.326, 0.945, -2.631)
H (-4.691, 1.312, -3.317)
H (-5.244, 1.223, -0.286)
H (-3.325, 2.594, -0.723)
H (-2.730, 1.404, -1.939)
H (-2.679, 1.053, -0.264)
H (-5.450, -0.969, -1.014)
H (-3.854, -0.830, -0.602)
C (0.036, 0.266, -0.500)
C (1.238, -0.450, 0.008)
O (1.567, 0.052, 1.297)
H (0.011, 1.355, -0.461)
H (-0.864, -0.070, 0.014)
H (-0.139, -0.004, -1.542)
H (2.088, -0.421, -0.675)
H (0.997, -1.509, 0.106)
H (2.405, -0.342, 1.550)

Results
E ... -2177.7939 a.u.
LUMO level ... 0.01661 hartree
SMILES string ... COC[C@H](C)N.COC[C@H](C)N.COC[C@H](C)N.COC[C@H](C)N.COC[C@H](C)N.COC[C@H](C)N.COC[C@H](C)N.CCO
HOMO ... -0.312 Ha
Frontier orbital gap ... 8.95 eV
Total charge ... 0

=====

> What is the total charge in the third record?

-1

=====

> The lowest total charge belongs to which entry?

C2H5INO